Formula: C45H36AsNO7S6W
Source: the OMol25 dataset
Level of theory: ωB97M-V/def2-TZVPD

XYZ file:
```
97
C45H36AsNO7S6W | the OMol25 dataset | ωB97M-V/def2-TZVPD
W -0.8577 0.4210 1.0329
S -0.5486 -0.4046 3.3635
C 0.4355 0.9816 3.5739
N 0.6547 1.7260 2.5379
C 1.5660 2.7406 2.8284
C 2.1650 3.6060 1.9158
C 3.0706 4.5362 2.3775
C 3.4034 4.6082 3.7353
C 2.8589 3.7212 4.6422
C 1.9495 2.7771 4.1730
S 1.1982 1.4685 5.0453
H 1.9206 3.5344 0.8672
H 3.5359 5.2173 1.6770
H 4.1135 5.3504 4.0751
H 3.1430 3.7459 5.6857
S -2.6164 1.6397 2.4272
C -3.6726 2.5375 1.3308
C -5.0068 2.7270 1.6864
C -5.8435 3.4648 0.8670
C -5.3717 4.0344 -0.3082
C -4.0481 3.8557 -0.6732
C -3.2147 3.0969 0.1382
As -1.3479 2.8070 -0.0747
C -0.7914 2.7913 -1.9059
C -1.7120 2.8230 -2.9461
C -1.2723 2.6947 -4.2555
C 0.0769 2.5224 -4.5219
C 0.9930 2.4714 -3.4792
C 0.5614 2.6008 -2.1701
C -0.6076 4.4224 0.6737
C -0.7985 4.6962 2.0258
C -0.3415 5.8911 2.5581
C 0.3082 6.8125 1.7483
C 0.4868 6.5447 0.3993
C 0.0248 5.3532 -0.1425
H -5.3793 2.2867 2.6023
H -6.8796 3.6001 1.1502
H -6.0327 4.6179 -0.9349
H -3.6646 4.3173 -1.5735
H -2.7710 2.8948 -2.7454
H -1.9906 2.7081 -5.0647
H 0.4165 2.4123 -5.5435
H 2.0438 2.3142 -3.6849
H 1.2728 2.5190 -1.3562
H -1.2904 3.9707 2.6623
H -0.4859 6.0970 3.6109
H 0.6720 7.7414 2.1686
H 0.9820 7.2659 -0.2383
H 0.1574 5.1562 -1.1984
O -2.9024 -1.8140 1.8439
S -1.9201 -2.5500 1.1025
O -1.3425 -3.7189 1.6817
O -0.7933 -1.5716 0.6967
C -2.5674 -3.0210 -0.4855
C -2.9084 -4.3624 -0.6107
C -3.4228 -4.8482 -1.8028
C -3.5999 -3.9897 -2.8754
C -3.2791 -2.6488 -2.7429
C -2.7612 -2.1508 -1.5532
S -2.3979 -0.4044 -1.6301
O -3.4908 0.1795 -2.3445
O -1.0624 -0.2321 -2.1173
O -2.4631 0.1057 -0.1678
H -2.7358 -5.0165 0.2317
H -3.6796 -5.8953 -1.8930
H -3.9928 -4.3567 -3.8138
H -3.4340 -1.9681 -3.5688
O 0.6518 0.5341 0.2679
S 2.9495 -1.9473 0.0353
C 1.8608 -1.9066 -1.4186
C 1.8110 -3.2296 -2.1326
C 2.9409 -3.7320 -2.7767
C 2.9120 -4.9700 -3.3948
C 1.7510 -5.7368 -3.3712
C 0.6221 -5.2475 -2.7352
C 0.6523 -3.9977 -2.1251
C 2.0991 -3.1761 1.0830
C 3.0110 -4.2931 1.5016
C 3.6006 -4.2912 2.7592
C 4.4560 -5.3166 3.1430
C 4.7271 -6.3580 2.2698
C 4.1364 -6.3705 1.0111
C 3.2873 -5.3451 0.6300
H 2.2854 -1.1309 -2.0588
H 0.8668 -1.5723 -1.1301
H 3.8554 -3.1504 -2.7654
H 3.7986 -5.3461 -3.8898
H 1.7311 -6.7086 -3.8478
H -0.2867 -5.8360 -2.7086
H -0.2344 -3.6158 -1.6326
H 1.2599 -3.5689 0.5114
H 1.6895 -2.6626 1.9509
H 3.3824 -3.4815 3.4466
H 4.9079 -5.3021 4.1270
H 5.3930 -7.1584 2.5666
H 4.3385 -7.1839 0.3251
H 2.8322 -5.3534 -0.3547
```

Calculated values
**Energy relative to the best compared isomer or geometry (same formula, charge and spin)**: 0.00 kJ/mol
**Frontier orbital gap**: 6.6 eV
**Calculated total energy**: -190750.586 eV
**Net charge**: 0

Mulliken charges in e: 3.0534 -0.3945 0.4043 0.3102 -0.9387 -0.0423 -0.6210 -0.6506 -0.5004 0.6624 -0.3056 0.4316 0.4491 0.3946 0.4201 -0.6533 1.1057 -0.7501 -0.6396 -0.9775 -0.5291 0.3959 0.8507 0.8663 -0.6224 -0.8725 -0.6779 -0.8380 -0.4031 0.2526 -0.2234 -0.9213 -0.5542 -0.8675 -0.0618 0.4813 0.3893 0.4260 0.5261 0.1490 0.4318 0.3773 0.4531 0.2712 0.2607 0.4462 0.4304 0.4256 0.4152 -0.7243 1.6201 -0.7142 -0.3743 -0.4633 -0.6225 -0.7175 -0.7799 -0.9274 0.5066 1.5594 -0.6926 -0.5779 -0.6812 0.5541 0.4267 0.4156 0.5725 -0.4363 -0.2205 0.5597 -0.3206 -0.2359 -0.7574 -0.5426 -0.6953 0.5601 0.6761 -0.1146 -0.3745 -0.6391 -0.4139 -0.7107 0.2001 0.5725 -1.0189 0.3865 0.3793 0.3917 0.4550 0.3496 -0.5873 0.4156 0.4217 0.3735 0.3784 0.4047 0.1280



Formula: C45H36BN2O24
Source: the OMol25 dataset
Level of theory: ωB97M-V/def2-TZVPD

XYZ file:
```
108
C45H36BN2O24 | the OMol25 dataset | ωB97M-V/def2-TZVPD
C 6.0434 4.8628 1.7853
C 5.8972 4.1136 0.8784
B 5.7313 3.1267 -0.3639
C 7.2100 2.4634 -0.7420
N 7.4966 1.1431 -0.1500
C 8.5087 1.1590 0.8803
C 4.6433 1.9753 -0.0386
C 3.9611 1.8519 1.1905
C 2.9976 0.8424 1.3906
N 2.6717 -0.0794 0.4603
C 3.3202 0.0159 -0.7217
C 4.2751 1.0124 -1.0032
H 6.2291 5.5660 2.5669
H 5.2851 3.7815 -1.3059
H 7.3004 2.3951 -1.8271
H 7.9813 3.1614 -0.4092
H 7.7029 0.4546 -0.8549
H 8.2248 1.8950 1.6276
H 9.5158 1.4170 0.5193
H 8.5698 0.1839 1.3614
H 4.1791 2.5387 1.9994
H 2.4747 0.7862 2.3407
H 3.0712 -0.7247 -1.4743
H 4.7376 1.0237 -1.9838
C 0.4004 1.7686 5.8961
C -0.6186 2.4617 6.4017
C -1.0277 3.8154 5.8946
O -1.9956 4.3310 6.4366
C -0.2696 4.4035 4.8183
C 0.7642 3.7203 4.2926
C 1.1616 2.3499 4.8000
O 2.1102 1.8196 4.2656
O 1.5110 4.1652 3.3062
O -1.3858 2.0118 7.4044
H 0.6492 0.7919 6.2835
H -0.5621 5.3808 4.4617
H 2.1788 3.4771 3.1049
H -2.0522 2.7095 7.5607
C -2.7431 0.8260 2.8708
C -3.7979 0.1965 2.3380
C -3.6468 -0.8531 1.2643
O -4.6871 -1.3557 0.8548
C -2.3368 -1.1745 0.7872
C -1.2620 -0.5431 1.3056
C -1.4089 0.4953 2.4006
O -0.3955 1.0062 2.8317
O -0.0478 -0.7548 0.8838
O -5.0572 0.4195 2.6844
H -2.8401 1.5791 3.6405
H -2.2432 -1.9080 -0.0011
H 0.5949 -0.1934 1.3628
H -5.5960 -0.1848 2.1357
C -2.1910 -3.0065 8.7883
C -1.5389 -1.9514 8.2723
C -0.2432 -2.1170 7.5018
O 0.2657 -1.1029 7.0650
C 0.3086 -3.4435 7.3337
C -0.3485 -4.4896 7.8532
C -1.6491 -4.3322 8.6071
O -2.1619 -5.3577 9.0214
O 0.0594 -5.7440 7.7642
O -1.9706 -0.7120 8.3906
H -3.1158 -2.9044 9.3378
H 1.2379 -3.5449 6.7912
H -0.6155 -6.2811 8.2247
H -1.3619 -0.0985 7.9314
C -6.7947 -0.8857 -3.3797
C -6.5464 -1.5973 -2.2619
C -7.6487 -2.1703 -1.4014
O -7.3238 -2.8206 -0.4276
C -9.0243 -1.9146 -1.7878
C -9.2687 -1.2036 -2.8945
C -8.1629 -0.6532 -3.7674
O -8.5261 -0.0390 -4.7573
O -10.4808 -0.9120 -3.3422
O -5.3245 -1.8544 -1.8296
H -5.9841 -0.4874 -3.9861
H -9.8115 -2.3135 -1.1639
H -10.3382 -0.3934 -4.1602
H -5.3838 -2.3466 -0.9888
C -2.5602 0.2716 -3.8865
C -1.2514 0.5763 -3.8197
C -0.4382 0.8771 -5.0597
O 0.7353 1.1577 -4.8931
C -1.0819 0.8149 -6.3546
C -2.3852 0.5098 -6.4127
C -3.2030 0.2305 -5.1741
O -4.3852 -0.0201 -5.3583
O -3.0823 0.4257 -7.5346
O -0.5788 0.6340 -2.6957
H -3.1532 0.0490 -3.0091
H -0.4834 1.0207 -7.2320
H -3.9956 0.1976 -7.2713
H 0.3560 0.8604 -2.8904
C 3.4131 -1.1394 -9.1173
C 4.0250 -2.3299 -9.1444
C 3.9234 -3.3173 -8.0051
O 4.5073 -4.3778 -8.1587
C 3.1615 -2.9519 -6.8367
C 2.5530 -1.7541 -6.7961
C 2.6288 -0.7767 -7.9524
O 2.0080 0.2613 -7.8415
O 1.8417 -1.3375 -5.7716
O 4.7636 -2.7679 -10.1529
H 3.4743 -0.4315 -9.9314
H 3.1087 -3.6571 -6.0197
H 1.5472 -0.4167 -5.9381
H 5.0702 -3.6584 -9.8888
```

Calculated values
**Frontier orbital gap**: 4.3 eV
**Calculated total energy**: -100042.968 eV
**Net charge**: -1

Mulliken atomic charge list, values in e, 99 entries: -0.3911 -0.4100 0.5442 -1.0106 -0.0844 -1.0003 0.4202 -0.5437 -0.4437 -0.5149 -0.6835 -0.6107 0.4375 -0.2307 0.2231 0.3235 0.1959 0.3151 0.3012 0.3192 0.4486 0.6849 0.4669 0.3271 -1.0722 0.0295 1.1933 -0.7033 -1.0836 0.3341 1.1584 -0.5788 -0.5781 -0.5980 0.8129 0.4611 0.2622 0.3351 -1.2653 0.3288 1.0572 -0.6547 -0.7756 0.1754 1.0248 -0.2507 -0.5748 -0.6312 0.5343 0.5280 0.1453 0.3348 -0.9124 0.3868 0.9291 -0.4758 -1.2333 0.3648 1.1261 -0.6438 -0.5865 -0.5435 0.4420 0.4718 0.3707 0.2651 -0.8552 0.3066 0.9283 -0.6138 -1.1435 0.2924 1.0997 -0.6748 -0.5857 -0.4669 0.6570 0.4254 0.3824 0.3184 -1.0708 0.2109 0.8723 -0.6849 -0.8104 0.1411 1.2396 -0.6724 -0.6057 -0.4733 0.6180 0.5520 0.3645 0.2945 -1.1479 0.2801 1.1460 -0.6441 -0.9462



Question: Look up the net charge of the first one.
Answer: 0